[1]
Computed, not measured: C24H14Br2Cl3F5N4ORh as an isolated structure in a non-equilibrium geometry, with wB97M-V/def2-TZVPD.

The total energy comes out at -8355.567939 hartree. As for the total charge: +1. Its frontier orbital gap is 6.49 eV. The relative energy (zero: lowest compared OMol25 entry of this formula, charge and spin) is 27.9 kcal per mole. As for the HOMO energy: -0.372 Eh.

Element x y z (Å)
Rh -0.3770 -0.0324 0.1358
Br 1.6474 5.8112 3.7105
Br -1.5138 1.2918 4.7939
Cl 3.4572 -1.8258 -2.6420
Cl 4.1130 -3.4413 -0.3328
Cl 5.3086 -0.8209 -0.6547
F -1.9733 1.3703 -1.5868
F -3.5977 0.3051 1.2932
F -3.4230 -0.8502 -0.5352
F -1.9911 2.1667 0.4473
F -4.3274 1.1094 -0.5823
O -0.5428 0.5183 1.9900
N -0.5811 -1.1224 -1.7059
N -0.7748 -1.9961 0.8064
N 1.8613 -0.7157 0.3488
N 0.7449 1.9288 0.2154
C -0.5045 -3.6874 2.4423
C 3.8944 -1.8099 -0.9399
C 0.1037 3.4808 3.9837
C 0.6230 2.4668 1.4641
C -1.9738 1.0245 -0.2655
C -1.8970 -2.5196 -3.7351
C -1.7191 -3.0875 -2.4845
C -0.1422 1.6944 2.3658
C -1.3920 -1.2578 -3.9641
C 1.4686 2.5616 -0.6889
C 2.0017 4.3232 0.8657
C 1.2035 3.6835 1.8348
C 0.9188 4.1804 3.1360
C 1.5775 1.9950 -2.0670
C -0.4253 2.2373 3.6029
C -0.7515 -4.2728 0.1316
C -0.8578 -2.9263 -0.1503
C 2.1347 3.7667 -0.3702
C -3.3638 0.3858 -0.0119
C -0.6065 -2.3551 2.0780
C -0.5667 -4.6550 1.4550
C -1.0485 -2.3763 -1.5115
C 2.7467 -1.1869 -0.2032
C -0.7622 -0.5958 -2.9260
H -0.7919 -5.0073 -0.6610
H -0.4664 -5.7027 1.7068
H 2.5000 5.2518 1.1105
H -0.3876 0.3964 -3.0786
H 2.7436 4.2447 -1.1260
H -0.1351 3.8827 4.9582
H -1.4892 -0.7723 -4.9248
H -2.1279 -4.0615 -2.2543
H 2.5173 1.4472 -2.1849
H -0.5691 -1.5432 2.7936
H -0.3727 -3.9497 3.4824
H 0.7602 1.3148 -2.2395
H 1.5613 2.7847 -2.8167
H -2.4346 -3.0517 -4.5087



[2]
Computed, not measured: C24H14Cl2FN4O12V as an isolated structure, with wB97M-V/def2-TZVPD.

The total energy comes out at -4009.507730 hartree. As for the total charge: -2. Its frontier orbital gap (spin up / spin down) is 6.82 / 6.80 eV. The relative energy (zero: lowest compared OMol25 entry of this formula, charge and spin) is 6.5 kcal per mole. As for the spin multiplicity: 3. As for the HOMO energy (spin up / spin down): -0.108 / -0.107 Eh.

Element x y z (Å)
V -0.2848 1.1739 0.1968
Cl 3.4698 3.5067 -5.2362
Cl -1.6831 3.9880 -3.7368
F 1.0876 -4.9327 0.0488
O -0.7916 2.3591 -1.3541
O -1.6096 -1.5050 1.0790
O 2.2522 -6.5163 2.0327
O -3.7715 -2.1378 0.9298
O 0.6592 0.3995 1.6944
O 2.6498 -0.4476 2.2769
O 1.7598 -3.1893 5.0773
O -0.5423 2.9646 1.2543
O -1.2152 -0.7044 -1.9920
O -2.0853 4.6076 1.3260
O 0.6849 -1.4082 -1.0285
O -6.3172 2.0091 0.0521
N -2.3643 1.1350 0.7648
N 1.6374 1.5330 -0.8282
N 1.9839 -4.8051 3.5047
N 1.0667 -2.7609 2.9271
C 0.8862 -3.2354 1.6473
C -1.7171 3.4500 1.1379
C 2.2089 3.1762 -4.0654
C -3.2640 0.1439 0.6319
C 3.9166 1.2007 -1.3940
C 2.5105 2.4343 -2.8986
C -0.3727 -0.4986 -1.1424
C -0.0959 3.3846 -3.3826
C 1.4601 2.2067 -1.9930
C -4.5981 0.4200 0.3883
C 0.9435 3.6375 -4.2894
C 2.8135 1.0400 -0.5305
C 0.6055 -2.5389 -1.8890
C 3.7714 1.8928 -2.5618
C 1.6065 -3.5369 3.9192
C 1.4245 -0.4024 2.3226
C 1.2643 -4.4711 1.2978
C 0.6628 -1.3843 3.2211
C -4.0945 2.7567 0.5676
C -2.7806 2.4097 0.7798
C -2.8328 -1.3252 0.8943
C -5.0039 1.7394 0.3212
C 0.1077 2.6462 -2.2211
C 1.8707 -5.3781 2.2442
H 4.8669 0.7680 -1.1122
H 0.4666 -2.2388 -2.9284
H 1.5425 -3.0834 -1.7744
H 0.3944 -2.5558 0.9548
H 2.8970 0.5111 0.4138
H 0.7274 4.2071 -5.1833
H 2.3813 -5.3853 4.2252
H -0.4068 -1.2790 3.0696
H -6.4229 2.9656 0.0399
H -5.2852 -0.4079 0.2926
H -4.3618 3.8063 0.6042
H 4.6048 2.0313 -3.2382
H -0.2290 -3.1850 -1.6098
H 0.9449 -1.1913 4.2518



[3]
Computed, not measured: C24H14Co2O8 as an isolated structure in a non-equilibrium geometry, with wB97M-V/def2-TZVPD.

The total energy comes out at -4290.153065 hartree. As for the total charge: -2. Its frontier orbital gap is 2.99 eV. As for the HOMO energy: 0.053 Eh.

Element x y z (Å)
Co 4.0387 -1.7299 -2.1320
Co 3.5634 0.2931 -0.5356
O 3.9218 3.1284 -0.0842
O 6.3154 0.2430 -1.4045
O 0.3680 -1.5510 3.1607
O 4.0724 -0.8021 2.0940
O 2.3171 -3.7155 -3.3933
O 6.1264 -2.2159 -4.0826
O -0.7827 -2.9519 1.3324
O 4.7399 -3.4306 0.1500
C 0.6419 -0.5274 0.1887
C 1.8863 -0.1891 -0.4405
C 0.3667 1.8289 5.5496
C 5.2927 -2.0055 -3.3080
C -1.2664 -1.8951 0.9279
C -2.7737 -3.2181 -0.5061
C -1.5239 2.6477 4.2608
C 4.4597 -2.7509 -0.7388
C 2.4007 -0.5353 -1.6759
C -0.6163 2.8102 5.3205
C 0.4699 0.7413 4.6868
C 3.8420 -0.3742 1.0312
C -0.1091 -0.5322 2.6709
C 5.2129 -0.0690 -1.3191
C 3.7218 2.0100 -0.2795
C -0.3264 0.6598 3.5236
C -3.8961 -3.3734 -1.3176
C -4.5918 -1.1200 -0.7614
C 2.9965 -2.9051 -2.8846
C -4.8029 -2.3091 -1.4740
C -2.4874 -1.9735 0.1064
C -1.4146 1.5546 3.3899
C -0.6226 -0.5362 1.2769
C -3.4648 -0.9626 0.0544
H -0.1357 -0.1356 -0.6556
H 1.8763 -0.2349 -2.6060
H -2.1435 1.4178 2.5886
H 1.2216 -0.0307 4.8612
H -4.0378 -4.3132 -1.8621
H 1.0016 -1.6296 0.6356
H -3.3124 -0.0424 0.6196
H -5.3063 -0.3030 -0.8825
H -5.6805 -2.4382 -2.1166
H -2.2922 3.4120 4.1061
H -1.1513 0.3626 0.9393
H -2.0649 -4.0432 -0.3971
H -0.6807 3.6731 5.9942
H 1.0794 1.9263 6.3738